No. 1
ORCA calculation (ωB97M-V with the def2-TZVPD basis set) on a gas-phase ion, C5H10N3O (charge +1).

frontier orbital gap (spin up / spin down)	8.6 / 8.6	eV
SMILES string	C=[N+](C)[C@H](C=O)/C=N/N
relative energy (zero: lowest compared OMol25 entry of this formula, charge and spin)	93.5	kcal per mole
charge	+1

Positions of all 19 atoms, in Å:
O 1.60052 -0.91235 -1.37842
N 0.60853 1.04968 -0.02875
N -1.60819 -1.04336 -0.46604
N -2.72635 -1.72900 -0.60861
C -0.86375 -0.98817 0.60122
C 0.37737 -0.23949 0.62840
C 1.43713 -1.14659 -0.21068
C 1.30242 2.01749 0.76169
C 0.33922 1.25585 -1.24675
H 0.81729 2.08701 -1.74663
H 0.65169 2.68816 1.29934
H -3.13914 -2.17937 0.20160
H -0.27706 0.72328 -1.82159
H 1.71060 1.52964 1.59350
H -1.26645 -1.40443 1.66247
H 1.71963 -2.12187 0.37924
H -3.31181 -1.80991 -1.47787
H 2.02622 2.47582 0.14731
H 0.60212 -0.25240 1.71057

=====

No. 2
ORCA calculation (ωB97M-V with the def2-TZVPD basis set) on a molecular structure, C45H51N8OSScSe.

frontier orbital gap	4.5	eV
relative energy (zero: lowest compared OMol25 entry of this formula, charge and spin)	182.7	kcal per mole
charge	-2

Positions of all 108 atoms, in Å:
Se -1.20675 1.81895 -1.56569
Sc 0.89573 -0.37745 -0.06659
S 3.04125 -2.49031 -0.13493
O 2.53206 0.71642 -0.65505
N 1.79947 -2.09050 2.24600
N 1.99802 -0.76318 1.92336
N 1.88527 -4.24094 1.54087
N -0.64962 -0.32101 1.70093
N 1.12217 2.16724 0.91675
N 0.84434 -0.34019 -2.23986
N 2.34080 1.51479 -1.74358
N -0.20893 -2.28611 -0.71025
C 4.37021 3.57947 2.22795
C -0.90154 -3.08717 0.17240
C -4.04221 -2.53395 3.75047
C -1.59159 -5.40374 -3.67238
C -0.08860 4.02275 1.53737
C 0.65022 -2.57892 -3.02025
C -1.26795 -1.50992 2.11113
C -0.75637 5.47709 -1.57658
C 3.29883 3.29537 1.39454
C 2.41189 1.71426 -4.95710
C 1.31686 0.88074 -2.71812
C 3.77265 1.72065 3.57396
C 1.81180 0.63813 -4.11616
C -0.50875 -4.34759 -1.63805
C 2.73314 1.37882 2.70739
C 2.41282 2.24810 1.64889
C -1.36278 -2.69319 1.44106
C -3.36202 -5.37772 0.14864
C -0.45290 1.90263 2.83127
C 4.58651 2.81893 3.36393
C 2.18986 -2.90867 1.29780
C -1.55461 -0.07492 3.81841
C 1.37506 2.72757 -5.45984
C 1.01806 -1.28709 -3.18911
C 0.89376 -1.17485 -6.73635
C 0.14719 2.70634 1.86058
C -1.09923 -4.37111 -0.38194
C -1.83677 -5.50594 0.26248
C 0.01963 -3.04314 -1.81618
C -0.44595 -5.44922 -2.65193
C 1.16239 3.15399 -0.14422
C 2.25028 0.00379 2.89897
C -2.58297 -2.38594 4.19886
C 1.57427 2.80538 -1.51164
C -0.95705 4.94882 2.33065
C 1.63041 -0.66132 -4.38532
C -1.96227 0.60865 5.08655
C -2.43731 4.92817 1.92469
C 0.52389 4.27386 0.26355
C 0.45306 2.05393 -2.24923
C -0.81979 0.55472 2.72986
C -1.83301 -1.34369 3.42923
C -3.26641 1.40619 4.94132
C 1.95902 -1.38509 -5.65477
C 0.38941 5.52353 -0.55727
H -0.83741 6.42376 -2.12003
H 2.93626 1.27028 -5.80875
H -4.09188 -2.78219 2.68915
H -2.55592 -5.50049 -3.16717
H 0.50743 -5.39415 -3.18588
H -0.56971 5.97090 2.25323
H -1.70794 5.27329 -1.08636
H 1.80758 -4.75524 0.67599
H -0.88469 4.67288 3.38644
H 0.25710 6.37928 0.11246
H -4.55692 -3.31694 4.31542
H -0.45740 -6.41976 -2.14474
H -3.69640 -4.44017 0.59716
H 1.07157 -4.33369 2.13498
H -2.56077 -2.13269 5.26200
H 3.16138 2.23772 -4.35218
H -3.17614 2.13178 4.13016
H -0.09006 -1.45301 -6.35264
H -4.58345 -1.59561 3.89292
H 1.32663 5.69384 -1.09643
H 2.04470 3.63427 -2.04750
H 1.10042 -1.77581 -7.62705
H -1.16541 1.28369 5.41184
H -4.09411 0.73771 4.69318
H -3.52063 1.94402 5.86061
H -1.56751 -5.57766 1.32180
H 0.79834 3.13346 -4.62608
H -2.08192 -0.13405 5.88064
H 2.32647 -0.43322 3.89370
H 0.81612 -3.28739 -3.82270
H 3.97295 1.05162 4.40392
H 2.93194 -1.05070 -6.02712
H -0.89942 2.44169 3.66006
H -1.52448 -6.44862 -0.19733
H -2.57579 5.32307 0.91724
H 2.05409 -2.45165 -5.44284
H -0.59747 4.66948 -2.29113
H -1.89098 -3.47113 1.98407
H -1.51048 -6.20687 -4.41426
H -3.04570 5.52675 2.61104
H -2.07658 -3.34954 4.10157
H 0.84906 -0.12446 -7.03347
H 1.85530 3.55864 -5.98388
H 0.66885 2.24994 -6.14215
H 5.39700 3.04294 4.04737
H -2.81119 3.90216 1.93134
H 5.02015 4.41301 1.98834
H -1.58856 -4.44545 -4.19590
H 3.14323 3.92709 0.53540
H -3.87821 -6.20567 0.64713
H -3.66442 -5.36352 -0.90100

=====

No. 3
ORCA calculation (ωB97M-V with the def2-TZVPD basis set) on 2 unconnected molecules or ions with the total composition C2H6IN4.

frontier orbital gap (spin up / spin down)	6.0 / 6.5	eV
spin multiplicity	3
relative energy (zero: lowest compared OMol25 entry of this formula, charge and spin)	9.4	kcal per mole
⟨S²⟩	2.017
charge	+1

Positions of all 13 atoms, in Å:
I -2.22626 0.66733 -0.96516
N -0.37289 1.72482 -0.97062
N 0.64650 -0.19113 1.40775
N 0.02463 -1.20346 0.66644
N 0.81149 -3.34952 -0.03950
C -0.37290 2.93492 -1.17020
C 0.62491 -2.25816 0.30603
H 0.60441 3.29042 -1.10201
H -0.96323 -0.85136 0.23428
H -0.07342 0.17788 2.03854
H -1.35348 3.48625 -1.41772
H 1.63098 -0.19313 1.53018
H 1.01923 -4.23486 -0.51801

=====

No. 4
ORCA calculation (ωB97M-V with the def2-TZVPD basis set) on 11 unconnected molecules or ions with the total composition C32H46Cl10F3N3O3.

frontier orbital gap	8.7	eV
SMILES string	Fc1ccccc1.Fc1ccccc1.Fc1ccccc1.CNC(C)=O.CNC(C)=O.CNC(C)=O.ClCCl.ClCCl.ClCCl.ClCCl.ClCCl
charge	0

Positions of all 97 atoms, in Å:
Cl -2.61168 -0.30379 -3.95160
Cl 3.82363 -5.68720 1.46882
Cl 1.81088 -3.87849 0.37744
Cl -4.89667 -6.47296 1.95641
Cl 0.02214 -1.06313 -4.96446
Cl 3.02522 -2.48097 -3.04713
Cl -3.18836 -4.13650 1.85393
Cl 2.33287 0.41975 -2.55843
Cl -2.62306 0.64483 3.02906
Cl -3.35071 2.98205 1.41293
F -0.01400 -3.89496 -3.31729
F -2.40055 5.82768 -2.84436
F -0.82826 4.20461 0.18203
O 1.55737 -3.10854 4.82730
O 4.18249 1.12952 4.20695
O 0.69878 0.69086 0.86742
N -0.28076 -1.26125 0.49777
N -0.12113 -1.64634 4.52621
N 2.30630 1.79383 3.16961
C 2.28957 5.05024 -2.31816
C 1.09466 -1.98494 4.98641
C 3.45351 1.09672 3.22723
C 1.85507 2.78080 4.12658
C -1.01387 -2.58996 3.85328
C 0.63927 5.19054 -4.64284
C -2.36167 -5.56794 -1.13974
C -0.39408 5.89049 -4.04058
C -3.57199 -4.30509 -2.81859
C -0.99846 0.71129 -0.80267
C -0.05804 3.16606 -3.56315
C 0.19868 4.50877 -0.66162
C -3.56399 -5.12568 -1.68786
C -1.19641 -4.28130 -2.80654
C 2.95815 -4.17200 1.70738
C 3.79688 0.29384 1.97686
C -3.98915 -5.31551 2.96440
C 2.16059 -1.26267 -2.04826
C 1.24101 5.93270 -2.20598
C -1.13919 3.83489 -3.02875
C 2.23590 3.80355 -1.67912
C -1.32616 -2.14820 0.07901
C -2.37526 -3.89033 -3.40990
C 0.80191 3.83949 -4.43644
C -0.17211 0.05059 0.26777
C 1.20577 3.55416 -0.77091
C 1.88925 -0.91261 5.69999
C -1.19281 -5.16399 -1.74416
C -1.40161 0.02624 -5.15560
C 0.19197 5.71093 -1.31877
C -2.07189 2.20897 2.33595
C -1.34914 5.17091 -3.35246
H -1.80712 2.84133 3.17781
H -0.81764 -3.60414 4.21162
H 1.16056 2.65505 -0.17787
H -4.67641 -4.73517 3.56644
H -0.74345 -2.58836 2.80049
H -1.62846 -2.06767 -0.96548
H -2.06528 0.48620 -0.70464
H -0.58104 -0.79096 4.78606
H 1.23432 6.84972 -2.78336
H 3.09079 5.25117 -3.01703
H 1.85290 1.87581 2.27485
H 0.82042 3.00767 3.85660
H 2.75357 -1.32876 6.20810
H -0.62696 6.38740 -1.11595
H -2.02791 -2.37856 4.17710
H 1.72599 2.39864 5.14019
H 2.32441 -1.30136 -0.97534
H -1.05109 1.04615 -5.04325
H -2.35999 -3.26477 -4.29032
H 2.35076 -4.27641 2.60104
H -0.93866 1.79726 -0.71869
H -4.52927 -3.99116 -3.20973
H -0.25061 -5.49127 -1.31679
H -1.77076 -0.11001 -6.16564
H -2.29417 -6.25435 -0.30859
H -1.85279 3.37848 -2.35125
H -1.17666 2.09840 1.73055
H -1.09827 -3.16361 0.38609
H 2.44573 3.69335 4.15916
H 1.31139 -0.29962 6.38976
H 3.30958 -0.66966 2.12393
H -2.23030 -1.86865 0.64186
H 3.67295 -3.36511 1.81367
H -3.32341 -5.91567 3.57168
H 0.40956 -1.54471 1.18007
H 1.62046 3.28386 -4.87541
H 1.11319 -1.52378 -2.18557
H -0.46445 6.97054 -4.03803
H 3.41171 0.77363 1.07364
H 2.31396 -0.28177 4.91152
H 2.95949 3.02759 -1.88639
H -0.69637 0.47712 -1.82422
H 1.38851 5.74024 -5.20079
H 0.11965 2.11133 -3.39635
H -4.52642 -5.44665 -1.31071
H 4.86679 0.25126 1.79388

=====

No. 5
ORCA calculation (ωB97M-V with the def2-TZVPD basis set) on a molecular structure, C15H23AsF6I2IrNSSe2Te.

frontier orbital gap	6.2	eV
relative energy (zero: lowest compared OMol25 entry of this formula, charge and spin)	28.3	kcal per mole
charge	+2

Positions of all 53 atoms, in Å:
Ir 0.21417 -0.36338 2.00922
I 1.06817 -0.90397 4.61535
I -1.54554 1.15131 3.75631
Te -1.60514 -0.56924 0.01539
Se 1.56822 1.71942 1.47662
Se 2.17397 -1.62155 0.85275
As -1.41799 -3.65857 2.34486
S -3.61945 0.28818 1.00722
F -1.64138 -1.81578 2.63471
F -0.04131 -3.09864 1.31798
F -2.42514 -3.44204 0.97611
F -2.72442 -3.91724 3.37978
F -0.29900 -3.58884 3.65728
F -1.05655 -5.26128 1.96944
N -4.99980 -0.09629 -1.45115
C 1.56296 1.90012 -0.44940
C -0.48056 1.99083 -3.98554
C -1.54887 2.01270 -1.79610
C -0.48965 -0.03260 -2.64372
C -1.17063 2.64713 -2.97069
C -2.28491 2.80468 -0.75084
C -0.13287 0.65647 -3.79222
C -4.45711 0.06331 -0.44795
C 3.32772 0.91046 1.68314
C -0.90289 -0.32412 5.14722
C -0.16839 2.68948 -5.27450
C -1.18137 0.66808 -1.63718
C -0.15028 -1.50236 -2.52941
C 3.55450 -0.24456 0.74029
C 2.92190 -2.67276 2.28931
H -1.88111 2.62784 0.24924
H 3.27058 -2.03295 3.09774
H -1.05477 -2.11448 -2.52852
H 2.14402 -3.35241 2.63405
H 2.46854 2.44093 -0.72399
H -1.54871 -1.18959 5.04627
H -1.43166 3.69096 -3.10400
H 3.75117 -3.24374 1.87597
H -0.89970 0.08823 6.15022
H -1.07441 2.76340 -5.87955
H 4.06096 1.70299 1.52032
H 0.69137 2.48937 -0.71360
H -2.21561 3.86984 -0.96247
H 4.50475 -0.73137 0.96475
H 0.17658 3.70877 -5.10193
H 0.40707 0.13472 -4.57364
H 3.37964 0.61264 2.73033
H 3.58369 0.07276 -0.30026
H 0.41218 -1.73273 -1.61864
H 0.45606 -1.82565 -3.37279
H 1.51838 0.93193 -0.93539
H -3.34493 2.54939 -0.74442
H 0.57756 2.15022 -5.85393

=====

No. 6
ORCA calculation (ωB97M-V with the def2-TZVPD basis set) on a molecular structure, C47H64CsN10O3S2Te.

frontier orbital gap	5.4	eV
relative energy (zero: lowest compared OMol25 entry of this formula, charge and spin)	0.0	kcal per mole
charge	-1

Positions of all 128 atoms, in Å:
Cs 0.58950 -0.34907 -0.19388
Te 2.72796 3.20545 -1.30697
S 0.07500 -4.47380 -2.67727
S -3.04177 -0.98189 -2.08805
O 4.15350 -0.21805 0.91160
O 2.01057 -0.83287 2.21872
O 3.91243 -0.83131 -1.59361
N 5.51502 0.59097 -2.32338
N 2.21666 -3.18813 -1.61874
N 2.76975 -0.16695 4.23179
N 0.90991 -2.14531 -3.28766
N -2.40962 -2.91113 3.34544
N -2.56013 1.60837 -2.21048
N -0.15094 -2.39484 -4.11629
N -1.50079 0.33739 -3.81130
N -1.24606 -2.07144 1.50071
N -2.67083 -0.69892 2.79974
C 0.50164 5.54368 -0.54793
C -2.75933 -1.81295 6.87179
C -1.61374 -4.34437 0.67444
C 0.19028 -5.96289 0.81315
C -3.83300 -3.92713 6.56594
C 0.90154 5.60116 -1.99645
C 6.30283 1.78974 -2.09488
C -1.90135 2.84769 -2.60217
C 4.10563 0.29225 2.21535
C 1.00851 -5.00252 1.38986
C -3.00630 -4.54028 -3.81155
C -2.76387 -2.85810 4.69642
C -1.37432 1.00972 1.59941
C 1.54600 5.76292 -4.68216
C -2.36836 3.27924 1.54726
C 0.52436 -3.72124 1.62307
C 1.16641 -3.12942 -2.48598
C -2.04246 -1.85708 2.49011
C -0.78802 -3.37839 1.28363
C -0.69531 -3.54634 -3.93632
C 4.96100 0.54781 0.06038
C -0.78750 1.48415 -4.35601
C -3.88038 -5.08377 4.32705
C 0.26523 6.51191 -2.83224
C -3.48086 2.84207 2.25434
C 5.12277 0.37003 -3.70307
C -1.35683 2.36861 1.24617
C 2.20384 4.83814 -3.87183
C -2.99446 -3.96524 0.22082
C -0.11909 7.62241 -5.06362
C 3.79300 0.47094 5.03558
C 1.88154 4.73618 -2.50736
C -1.86866 -4.05081 -4.70860
C -3.48689 -2.87130 7.39648
C -3.57212 1.51123 2.65160
C -2.31169 0.40358 -2.74726
C -3.48919 -3.93913 5.22183
C 2.87242 -0.29341 2.88679
C -2.38838 -1.80922 5.53762
C -2.51506 0.65065 2.31392
C -0.58211 2.53509 -3.28205
C -1.11017 -5.62129 0.46080
C 1.54261 -0.60162 4.87770
C -4.78775 1.03621 3.41253
C 3.22413 3.93656 -4.51220
C 4.73652 0.04117 -1.35940
C 0.56787 6.61027 -4.18397
H -1.73517 3.44284 -1.70212
H -2.18348 -3.82349 2.98341
H 1.18697 0.18149 5.54847
H -3.10337 1.58401 -1.36174
H -1.54053 -4.85322 -5.37602
H -3.35389 -3.71697 -3.19032
H 2.02490 -5.25331 1.67028
H 5.68258 2.68986 -2.16557
H -4.28415 3.52913 2.50112
H 2.89013 2.89492 -4.48211
H -2.54689 3.42659 -3.27199
H -2.46840 -0.98492 7.50468
H 4.64950 -0.60273 -3.79238
H 1.14388 -2.95687 2.07528
H -2.29381 4.31979 1.24437
H 7.10088 1.82321 -2.83723
H -4.41020 -4.72290 3.44344
H 0.05956 4.57240 -0.31088
H 5.02043 0.04820 2.77304
H -1.19838 -0.59601 -4.08117
H 2.02139 -3.61753 -0.72510
H 1.69671 -1.51961 5.45022
H 6.02150 0.46458 0.34255
H -0.49961 2.74341 0.67816
H -3.50080 -4.81988 -0.22968
H -5.49352 1.85757 3.54145
H -0.16541 3.44033 -3.72196
H 6.76090 1.77536 -1.10888
H 3.39202 4.21831 -5.55256
H 0.56238 -6.96240 0.62992
H -4.39766 -4.76145 6.96560
H -3.41482 -0.82166 3.46345
H 1.80389 5.81488 -5.73617
H 0.79140 -0.77797 4.11170
H -0.22213 6.32354 -0.30919
H -1.80284 -0.99230 5.13940
H 3.36217 0.72015 6.00359
H 0.13516 2.17353 -2.54206
H -1.74997 -6.36059 -0.00789
H -5.30687 0.23074 2.88506
H 4.67911 1.60869 0.09487
H 2.77874 -2.34026 -1.56821
H 1.37100 5.64758 0.10294
H -2.67691 -5.35887 -3.16837
H 4.14200 1.39818 4.58053
H -4.52468 -5.78389 4.85673
H -3.60866 -3.58410 1.03979
H -3.77932 -2.87712 8.43782
H 4.16980 3.97358 -3.96907
H -3.00550 -5.63770 3.97425
H 0.27945 8.62620 -4.89478
H -1.35083 1.90449 -5.19668
H 6.00942 0.41417 -4.33532
H -1.19111 7.65952 -4.86212
H 4.40684 1.13646 -4.02363
H -4.53748 0.66782 4.41397
H 3.99436 1.38778 2.20753
H -2.92864 -3.15872 -0.50820
H 4.65402 -0.18155 5.20608
H 0.17107 1.13134 -4.73615
H 0.02073 7.38299 -6.11820
H -0.49772 7.16197 -2.41272
H -2.21179 -3.21796 -5.32307
H -3.83949 -4.89701 -4.41741

=====

No. 7
ORCA calculation (ωB97M-V with the def2-TZVPD basis set) on 2 unconnected molecules or ions with the total composition C3H4N5.

frontier orbital gap	9.0	eV
relative energy (zero: lowest compared OMol25 entry of this formula, charge and spin)	40.0	kcal per mole
charge	+1

Positions of all 12 atoms, in Å:
N 0.85770 -1.71926 -0.26329
N -0.43384 -1.81195 0.12437
N 0.34006 1.43957 -1.29681
N 1.60198 -0.82182 0.02483
N -0.15471 0.14550 1.18982
C 1.04508 0.26035 0.63690
C -0.86495 -0.94672 1.02311
C -0.20009 2.37379 -1.58924
H 1.46237 1.25596 0.57818
H -0.79831 3.23372 -1.52865
H -1.01036 -2.38251 -0.44948
H -1.84495 -1.02662 1.55027

=====

No. 8
ORCA calculation (ωB97M-V with the def2-TZVPD basis set) on a gas-phase ion, C4H8N (charge +1).

frontier orbital gap	7.0	eV
relative energy (zero: lowest compared OMol25 entry of this formula, charge and spin)	94.8	kcal per mole
charge	+1

Positions of all 13 atoms, in Å:
N -0.08929 -1.39183 -0.82102
C 0.04615 2.44246 0.46785
C -0.43104 0.92936 0.12916
C -0.23152 0.06692 -0.88577
C -0.00183 -2.18624 0.43797
H -0.43088 -3.17927 0.18101
H -0.77462 3.19860 0.30479
H -0.35254 0.21469 -1.92080
H 0.17871 2.58251 1.56983
H 0.60851 -1.67881 -1.53006
H 1.05263 2.69125 0.11575
H -0.60554 -1.49923 1.16064
H 1.03126 -2.19041 0.79064

=====

| no. | maximum force (eV Å⁻¹) |
| --- | --- |
| 1 | 4.90 |
| 2 | 0.91 |
| 3 | 4.55 |
| 4 | 2.02 |
| 5 | 1.69 |
| 6 | 0.65 |
| 7 | 5.52 |
| 8 | 5.03 |